DFT (wB97M-V/def2-TZVPD) results for a cluster of 11 separate species, C47H124N8O14 in total.

Geometry as ORCA input:
```
! RIJCOSX wB97M-V def2-TZVPD def2/J DEFGRID3
* xyz 0 1
C -2.6114 -2.5697 3.3798
C -1.6378 -1.7041 4.1760
C -0.3812 -2.4531 4.5580
O -1.3428 -0.6045 3.3670
H -3.4532 -1.9780 3.0198
H -3.0100 -3.4195 3.9401
H -2.1857 -3.0968 2.5226
H -2.1626 -1.4119 5.0933
H -0.6011 -3.3769 5.0987
H 0.1777 -1.8653 5.2914
H 0.2840 -2.7142 3.7339
H -0.7145 0.0084 3.7885
C 3.1149 1.9616 -0.3222
C 3.0099 2.3691 -1.7875
C 1.9634 3.4439 -1.9892
O 4.2069 2.9975 -2.2010
H 3.9171 1.2308 -0.2241
H 2.1795 1.5715 0.0742
H 3.3801 2.8538 0.2491
H 2.7203 1.5196 -2.4147
H 2.1735 4.3039 -1.3486
H 0.9696 3.1281 -1.6518
H 1.9123 3.7920 -3.0200
H 4.3756 2.8175 -3.1286
C 1.4147 6.1600 1.7326
C 0.3487 5.7701 0.7219
C -0.3497 4.4872 1.0763
O -0.6283 6.8054 0.6187
H 1.6624 7.2116 1.5672
H 2.3203 5.5562 1.7454
H 1.0286 6.2035 2.7553
H 0.8910 5.6347 -0.2209
H -0.7345 4.4945 2.0991
H 0.3142 3.6242 1.0021
H -1.2308 4.3863 0.4404
H -1.3031 6.4811 -0.0084
C -5.4921 7.9477 0.6603
O -5.0013 7.0257 -0.2646
C -4.3801 5.8587 0.2527
C -3.7305 5.0812 -0.8841
N -2.5276 5.7890 -1.3671
C -1.9139 4.9995 -2.4385
C -0.9502 5.8767 -3.2096
O -0.1705 5.1604 -4.1411
C 0.7000 6.0354 -4.8590
H -5.8086 8.8284 0.0971
H -4.7470 8.3646 1.3451
H -6.3789 7.6221 1.2100
H -5.0661 5.2603 0.8593
H -3.5944 6.1854 0.9429
H -4.4283 4.8896 -1.7045
H -3.3643 4.1227 -0.5162
H -2.7359 6.7334 -1.6711
H -2.7236 4.5695 -3.0381
H -1.3814 4.1615 -1.9778
H -0.2646 6.2873 -2.4606
H -1.5587 6.6624 -3.6691
H 0.1788 6.7830 -5.4634
H 1.1685 5.4059 -5.6164
H 1.4666 6.5387 -4.2687
C 4.6892 -3.6659 2.0058
O 5.0735 -2.5305 2.7393
C 4.2496 -2.3750 3.9096
C 4.9489 -1.4197 4.9147
N 6.2781 -1.8177 5.3175
C 6.3603 -3.1454 5.8912
C 7.7452 -3.4434 6.4668
O 8.6669 -3.5748 5.3945
C 9.9391 -4.0947 5.7570
H 5.2481 -3.8663 1.0931
H 3.6229 -3.6160 1.7679
H 4.8713 -4.5268 2.6596
H 4.0437 -3.3375 4.3912
H 3.2476 -2.0674 3.5926
H 4.1941 -1.4932 5.7052
H 5.0131 -0.4512 4.4193
H 6.6724 -1.8871 4.3796
H 6.0526 -3.9279 5.1876
H 5.5717 -3.2348 6.6456
H 7.6149 -4.3565 7.0570
H 8.1238 -2.6275 7.0859
H 9.6775 -5.0744 6.1739
H 10.3942 -3.5204 6.5678
H 10.5989 -4.2272 4.9053
C 2.6653 -1.3552 -3.4195
O 2.6068 -2.6598 -3.9568
C 1.8771 -3.5993 -3.2184
C 1.7173 -4.9006 -4.0037
N 1.3737 -6.0664 -3.2111
C -0.0762 -6.0854 -2.9611
C -0.4303 -7.2511 -2.0262
O -0.1515 -8.4907 -2.7010
C -0.7307 -9.5634 -1.9769
H 3.1085 -0.7111 -4.1785
H 3.4279 -1.3814 -2.6308
H 1.7771 -0.9093 -2.9690
H 0.8806 -3.2164 -2.9650
H 2.3279 -3.8081 -2.2400
H 2.6167 -5.2139 -4.5409
H 1.0124 -4.7005 -4.8214
H 1.6877 -6.8973 -3.6894
H -0.6888 -6.2049 -3.8588
H -0.4037 -5.1898 -2.4340
H -1.4550 -7.1355 -1.6612
H 0.1762 -7.1892 -1.1176
H -0.3599 -9.7125 -0.9615
H -0.4883 -10.4755 -2.5287
H -1.8232 -9.5763 -2.0176
C 1.8747 1.6682 3.4404
C 1.4522 0.8288 4.6603
C 2.4234 0.9761 5.8079
O 2.0118 0.2009 6.9397
C 2.8750 0.2141 8.0412
N 0.1023 1.2391 5.0552
H 1.1209 1.5674 2.6604
H 2.8767 1.4401 3.0750
H 1.9485 2.7249 3.7133
H 1.3471 -0.1996 4.3096
H 2.4627 2.0013 6.1965
H 3.4543 0.7371 5.5291
H 3.8375 -0.2021 7.7341
H 2.3781 -0.3963 8.7944
H 2.9494 1.2276 8.4490
H 0.2015 2.2118 5.3411
H -0.1013 0.8219 5.9618
C -0.8828 1.0941 0.1295
C -1.0239 -0.3707 -0.2463
C 0.1028 -1.3439 0.1641
O 1.3346 -0.9113 -0.3930
C 2.4751 -1.4327 0.2718
N -2.2543 -0.8245 0.4022
H -1.0569 1.2607 1.1987
H -1.6175 1.7770 -0.3001
H 0.1441 1.4504 -0.0012
H -1.1717 -0.3925 -1.3309
H -0.1352 -2.3444 -0.2087
H 0.1332 -1.3935 1.2571
H 2.3164 -1.3482 1.3502
H 3.2972 -0.8438 -0.1250
H 2.5458 -2.4886 -0.0058
H -3.0057 -0.1892 0.1364
H -2.0778 -0.6085 1.3791
C -6.6124 0.1713 1.3567
C -5.4024 1.0867 1.5231
C -4.9305 1.6830 0.1712
O -4.5026 0.6332 -0.6621
C -4.1630 1.0915 -1.9810
N -5.8589 2.1986 2.3871
H -7.4368 0.7597 0.9558
H -6.8864 -0.3325 2.2815
H -6.3123 -0.5581 0.6015
H -4.5555 0.5921 2.0068
H -4.1698 2.4517 0.3344
H -5.7640 2.1540 -0.3636
H -5.0969 1.3438 -2.4845
H -3.6377 0.2450 -2.4218
H -3.4669 1.9332 -1.9586
H -5.0961 2.8131 2.6585
H -6.1302 1.8149 3.2864
C -0.0690 -0.0206 -7.6481
C -1.4610 0.2408 -7.0257
C -1.4141 1.2677 -5.9089
O -0.7526 0.7165 -4.7807
C -0.6192 1.6744 -3.7687
N -2.3619 0.7164 -8.0744
H 0.4740 -0.7620 -7.0580
H 0.5228 0.8774 -7.8257
H -0.1788 -0.5022 -8.6227
H -1.9035 -0.6625 -6.6055
H -2.4643 1.4537 -5.6463
H -1.0371 2.2640 -6.1593
H -1.6170 1.8006 -3.3311
H -0.2288 2.6565 -4.0552
H 0.0629 1.4063 -2.9593
H -1.8642 1.5159 -8.4631
H -2.2998 0.0648 -8.8492
C -4.9826 -4.3620 -2.3938
C -3.6817 -3.9121 -1.7807
C -2.7980 -3.0563 -2.7085
O -2.1639 -3.6997 -3.7992
C -1.6067 -2.6932 -4.6347
N -3.9541 -3.2030 -0.5026
H -5.5905 -4.9974 -1.7528
H -4.8266 -4.8624 -3.3507
H -5.5425 -3.4463 -2.6111
H -3.1037 -4.7935 -1.4846
H -2.0586 -2.5749 -2.0573
H -3.4293 -2.2149 -3.0262
H -1.1220 -1.8978 -4.0633
H -2.4272 -2.2334 -5.1940
H -0.9006 -3.0853 -5.3655
H -3.1198 -2.6400 -0.3331
H -4.6554 -2.5007 -0.7296
*
```

Results
Electronic energy: -3356.25748 hartree
Energy above the lowest of the compared OMol25 structures with the same formula, charge and spin: 204.0 kJ/mol
Highest occupied orbital energy: -8.66 eV

***

DFT (wB97M-V/def2-TZVPD) results for a cluster of 17 separate species, C47H138N24O17 in total.

Geometry as ORCA input:
```
! RIJCOSX wB97M-V def2-TZVPD def2/J DEFGRID3
* xyz 0 1
C 3.8682 8.1905 1.5583
C 3.5795 6.6775 1.2071
C 2.1368 6.2735 1.6084
O 1.2202 7.2263 0.9848
C -0.1232 6.7174 0.8963
N 3.6982 6.4749 -0.2117
H 3.6546 8.4458 2.5963
H 3.4653 8.8712 0.8084
H 4.8996 8.4200 1.2909
H 4.3210 6.0886 1.7471
H 2.0386 6.3089 2.6934
H 1.9892 5.3254 1.0914
H -0.3792 6.0833 0.0474
H -0.9002 7.4750 0.7942
H -0.2957 6.2712 1.8757
H 2.8174 6.8830 -0.4902
H 3.5310 5.5061 -0.4431
C 5.0674 -7.7416 -0.5754
C 3.7832 -6.9485 -0.4049
C 3.7340 -5.4613 -0.9399
O 4.7409 -4.6386 -0.3728
C 4.2301 -3.3317 -0.2102
N 2.8164 -7.6908 -1.1047
H 5.0918 -8.0156 -1.6301
H 4.9654 -8.6937 -0.0546
H 6.0158 -7.2903 -0.2842
H 3.4839 -6.9131 0.6426
H 2.7149 -5.1196 -0.7584
H 3.9321 -5.3524 -2.0062
H 5.0205 -2.8000 0.3196
H 3.2726 -3.2552 0.3048
H 4.1274 -2.9031 -1.2072
H 2.7528 -8.6696 -0.8639
H 1.9062 -7.3888 -0.7876
C -5.8937 -1.6454 -2.2673
C -6.5434 -0.5112 -3.0530
C -5.4977 0.3843 -3.7146
O -4.5564 0.8927 -2.7785
C -3.6975 1.8730 -3.3447
N -7.4001 -1.1403 -4.1116
H -5.3424 -2.2599 -2.9790
H -6.7287 -2.2364 -1.8909
H -5.1484 -1.3851 -1.5158
H -7.1392 0.0440 -2.3285
H -5.9255 1.2435 -4.2311
H -4.9228 -0.1579 -4.4654
H -3.0981 1.5645 -4.2012
H -3.0598 2.2251 -2.5339
H -4.2193 2.8053 -3.5608
H -8.1842 -1.5583 -3.6314
H -7.6976 -0.3434 -4.6561
C -0.3468 2.7013 -0.0365
C 0.2217 1.6144 -0.9828
C 1.5186 1.0103 -0.3940
O 1.2670 0.1116 0.7368
C 2.3840 -0.4654 1.3505
N -0.8373 0.6393 -1.1448
H 0.0680 3.6835 -0.2633
H -0.0014 2.4929 0.9761
H -1.4328 2.7176 0.0551
H 0.4811 2.1004 -1.9233
H 2.2562 1.7805 -0.1688
H 2.0398 0.4105 -1.1402
H 2.9794 -1.0454 0.6454
H 1.8941 -1.0890 2.0983
H 3.0648 0.2666 1.7848
H -1.6960 1.1601 -1.2518
H -0.9436 0.0859 -0.3067
C 0.3155 -3.5834 4.1680
C 0.8988 -5.0396 3.9542
C -0.0117 -6.1593 4.3153
O -0.1064 -6.1680 5.7216
C -1.0763 -7.0457 6.1609
N 1.3436 -5.1982 2.5511
H 0.9158 -2.7940 3.7156
H 0.5442 -3.3742 5.2130
H -0.6991 -3.4378 3.7972
H 1.8480 -5.0622 4.4895
H 0.3405 -7.1020 3.8963
H -0.9625 -5.9121 3.8431
H -1.9319 -6.9345 5.4949
H -1.3283 -6.8973 7.2109
H -0.7443 -8.0599 5.9389
H 1.8407 -6.0569 2.3621
H 2.0649 -4.4972 2.4595
C 1.1422 -4.6255 -3.0123
C 0.5516 -3.2415 -2.7277
C -1.0072 -3.2451 -2.8555
O -1.4444 -3.3057 -4.2478
C -2.8567 -3.3853 -4.2990
N 1.0221 -2.7701 -1.4100
H 0.8594 -5.1943 -2.1265
H 2.2278 -4.5802 -3.0991
H 0.8456 -5.1090 -3.9431
H 0.8577 -2.4677 -3.4317
H -1.4184 -2.4198 -2.2742
H -1.3199 -4.1566 -2.3461
H -3.3266 -2.4019 -4.2850
H -3.3193 -3.9593 -3.4961
H -3.1702 -3.8408 -5.2384
H 0.3982 -3.2028 -0.7440
H 0.8692 -1.7728 -1.3625
C -1.5134 5.2404 -3.2109
C -0.7989 4.1950 -4.0286
C -1.0282 4.3807 -5.5499
O -2.3497 4.3071 -5.9204
C -2.5742 4.2800 -7.3409
N 0.6347 4.4387 -3.6727
H -2.5727 5.2321 -3.4676
H -1.1414 6.2369 -3.4489
H -1.4518 5.1253 -2.1287
H -1.0518 3.1632 -3.7845
H -0.5217 3.5576 -6.0537
H -0.6800 5.3791 -5.8146
H -3.6395 4.4078 -7.5329
H -2.2412 3.3092 -7.7082
H -1.9848 4.9310 -7.9866
H 0.7354 3.9939 -2.7715
H 0.9164 3.6877 -4.2866
C -5.3794 4.7217 -1.4386
C -5.3410 5.4229 -0.0971
C -3.9095 5.7916 0.4921
O -3.2103 4.6956 1.0343
C -3.6910 4.3291 2.3205
N -6.0857 6.6418 -0.1054
H -4.9217 5.3756 -2.1809
H -6.4085 4.5723 -1.7653
H -4.6998 3.8704 -1.4002
H -5.8378 4.8243 0.6664
H -3.9070 6.6355 1.1819
H -3.3193 6.1624 -0.3459
H -3.1154 3.4834 2.6967
H -4.7221 3.9823 2.2514
H -3.6289 5.1355 3.0512
H -6.9213 6.4414 -0.6362
H -6.4230 6.7846 0.8358
C 2.1280 -2.4600 8.5539
C 3.1630 -3.1665 7.6061
C 4.3364 -2.2941 7.1389
O 4.1084 -1.1981 6.2757
C 3.7793 -1.6280 5.0044
N 3.6041 -4.4015 8.2605
H 2.6088 -1.7832 9.2601
H 1.4965 -3.1896 9.0609
H 1.4559 -1.8766 7.9246
H 2.6528 -3.5206 6.7103
H 5.0931 -2.8892 6.6276
H 4.6713 -1.8253 8.0642
H 4.5667 -2.2352 4.5577
H 3.7360 -0.7737 4.3288
H 2.8352 -2.1715 4.9668
H 4.3460 -4.2234 8.9222
H 4.0792 -5.0482 7.6471
C -5.1199 -6.7603 -0.1009
C -4.2516 -5.5871 -0.5776
C -3.8069 -4.5496 0.5046
O -3.1074 -3.4463 -0.1399
C -2.8546 -2.3121 0.6942
N -3.0293 -6.1370 -1.1543
H -6.1371 -6.4430 0.1282
H -4.7475 -7.2047 0.8221
H -5.1773 -7.4955 -0.9036
H -4.6652 -5.0134 -1.4070
H -3.1099 -4.9293 1.2517
H -4.7655 -4.2290 0.9123
H -2.8011 -1.5100 -0.0418
H -1.9092 -2.2284 1.2302
H -3.6979 -1.9337 1.2720
H -2.3976 -5.4029 -1.4408
H -3.2561 -6.5688 -2.0387
C 0.6876 0.7417 -4.7058
O 1.6470 1.2349 -4.1036
N -0.2757 0.0876 -4.1370
N 0.6419 0.8925 -5.9843
H -1.0910 0.0070 -4.7276
H -0.3668 -0.0422 -3.1395
H 1.4389 1.2708 -6.4761
H -0.2706 0.7559 -6.3953
C 3.8316 3.7697 -2.5570
O 3.1271 3.9374 -1.6236
N 3.8833 2.7173 -3.3528
N 4.7815 4.5200 -2.9460
H 2.9948 2.2458 -3.4443
H 4.5741 2.5359 -4.0670
H 5.3069 5.1400 -2.3463
H 5.1701 4.2902 -3.8494
C 4.0023 -1.3016 -3.9380
O 4.5242 -2.3729 -4.0617
N 4.0549 -0.3944 -4.8588
N 3.2732 -0.9948 -2.9457
H 4.6965 -0.4348 -5.6378
H 3.3856 0.3587 -4.7883
H 3.0294 -1.8047 -2.3936
H 2.9034 -0.0567 -3.0029
C 5.4037 2.9025 1.3345
O 4.2635 2.7295 1.6545
N 5.7798 3.1618 0.0918
N 6.4485 2.8914 2.0796
H 6.7310 3.3167 -0.2107
H 4.9572 3.3314 -0.4691
H 6.3576 2.5477 3.0249
H 7.2427 3.4131 1.7374
C 2.6171 2.4306 4.6388
O 2.0354 2.4984 5.7040
N 3.7795 1.9397 4.4197
N 2.1101 2.7382 3.4482
H 4.4136 1.4574 5.0405
H 3.9896 2.0085 3.4342
H 1.1258 2.9427 3.3510
H 2.6391 2.6890 2.5893
C -4.5899 0.9950 0.7962
O -3.4200 0.9286 0.5552
N -5.6002 1.1287 -0.0775
N -4.9861 0.7875 2.0080
H -5.3034 1.3436 -1.0187
H -6.4998 1.4129 0.2832
H -5.9626 0.7242 2.2583
H -4.3072 0.6436 2.7418
C -1.0856 0.4748 3.7116
O -2.0271 0.8378 4.4378
N 0.1454 0.4250 4.0859
N -1.1739 0.3695 2.4405
H 0.8175 0.2622 3.3498
H 0.3261 0.4059 5.0795
H -2.0587 0.6504 2.0426
H -0.3624 0.2145 1.8595
*
```

Results
Electronic energy: -4466.64383 hartree
Energy above the lowest of the compared OMol25 structures with the same formula, charge and spin: 511.9 kJ/mol
Highest occupied orbital energy: -8.85 eV